{
  "formula": "C5H8O",
  "method": "ωB97M-V with the def2-TZVPD basis set",
  "species": ["O", "C", "C", "C", "C", "C", "H", "H", "H", "H", "H", "H", "H", "H"],
  "coordinates": [[-2.1010, -1.1753, -0.7696], [-1.0141, -0.7809, -0.4261], [0.1738, -0.5052, -1.3540], [1.2271, 0.0225, -0.4183], [0.8054, 0.0625, 0.8456], [-0.5903, -0.4648, 1.0102], [0.4723, -1.4307, -1.8592], [-0.1292, 0.2003, -2.1401], [2.1915, 0.3933, -0.7525], [1.3549, 0.4995, 1.6750], [-0.5878, -1.3836, 1.6059], [-1.3103, 0.2196, 1.4830], [0.2462, 2.0189, 0.3185], [-0.1558, 2.3920, 0.8274]],
  "forces_ev_per_a": [[0.453, 0.173, 0.130], [-0.263, -0.168, -0.074], [-0.003, -0.073, -0.024], [0.020, -0.112, 0.180], [0.199, -0.233, -0.122], [0.029, -0.114, 0.014], [-0.092, 0.063, 0.015], [0.092, -0.075, 0.144], [-0.124, -0.116, 0.025], [0.035, -0.242, -0.170], [-0.162, 0.008, -0.043], [0.251, -0.056, -0.127], [-0.344, 0.603, 0.250], [-0.092, 0.341, -0.199]],
  "relative_energy_kj_mol": 177.9,
  "smiles": "O=C1CC=CC1.[H][H]",
  "orbital_gap_ev": 10.69,
  "mol_weight_g_mol": 84.12,
  "lumo_energy_ev": 1.11
}

=====

{
  "formula": "C34H22ClF5MgN4O3",
  "method": "ωB97M-V with the def2-TZVPD basis set",
  "species": ["Mg", "C", "C", "O", "C", "C", "C", "N", "N", "C", "O", "C", "C", "C", "C", "C", "C", "H", "H", "H", "H", "H", "H", "H", "H", "H", "H", "H", "H", "Cl", "C", "C", "C", "C", "O", "C", "C", "N", "C", "C", "C", "C", "C", "C", "C", "C", "N", "C", "C", "H", "H", "H", "H", "H", "H", "H", "H", "H", "H", "F", "C", "C", "C", "F", "C", "F", "C", "F", "C", "F"],
  "coordinates": [[0.3452, -0.8369, 0.2991], [-2.2070, 3.8373, 0.5600], [-1.2241, 2.7027, 0.3687], [-1.2222, 1.6682, 1.2893], [-0.2485, 2.7826, -0.5299], [0.9943, 2.0320, -0.7192], [1.9626, 2.5730, -1.7364], [1.3263, 1.0406, 0.0429], [2.6763, 0.7131, 0.0072], [2.9264, -0.3825, 0.6958], [2.0717, -1.1693, 1.2244], [4.3848, -0.6850, 0.8731], [4.7627, -1.6420, 1.8084], [6.1084, -1.9118, 2.0400], [7.0890, -1.2351, 1.3281], [6.7126, -0.2899, 0.3765], [5.3719, -0.0168, 0.1502], [-2.8220, 3.9741, -0.3288], [-2.8719, 3.6761, 1.4064], [-1.6619, 4.7636, 0.7460], [-0.3377, 3.6540, -1.1684], [2.8005, 3.0787, -1.2437], [2.3870, 1.7490, -2.3131], [1.4624, 3.2681, -2.4124], [3.9760, -2.1596, 2.3451], [6.3912, -2.6517, 2.7798], [8.1380, -1.4405, 1.5105], [7.4722, 0.2346, -0.1921], [5.0589, 0.7083, -0.5912], [-6.5774, -3.0590, 1.6599], [-4.8363, -2.7342, 1.5519], [-3.9909, -3.2559, 2.5140], [-2.6182, -2.9729, 2.4157], [-2.0666, -2.1823, 1.4036], [-0.7853, -1.9214, 1.3923], [-2.9744, -1.6674, 0.3790], [-2.5272, -0.9330, -0.7589], [-1.2238, -0.7265, -1.0493], [-0.7942, -0.2635, -2.2677], [-1.5490, 0.4529, -3.2211], [-0.9766, 0.8039, -4.4413], [0.3281, 0.4423, -4.7665], [1.1154, -0.2906, -3.8501], [2.4487, -0.7299, -4.1026], [3.1157, -1.4907, -3.1390], [2.4986, -1.7843, -1.9419], [1.2437, -1.3633, -1.6401], [0.5605, -0.6345, -2.5860], [-4.3571, -1.9589, 0.5119], [-4.3866, -3.8546, 3.3261], [-1.9311, -3.3599, 3.1623], [-3.2944, -0.6465, -1.4799], [-2.5587, 0.7661, -2.9795], [-1.5667, 1.3654, -5.1603], [0.7534, 0.7180, -5.7282], [2.9232, -0.4804, -5.0467], [4.1245, -1.8491, -3.3164], [3.0108, -2.3570, -1.1761], [-5.0440, -1.5742, -0.2343], [-3.8867, 1.7510, 0.2286], [-3.6340, 1.3587, 1.4723], [-2.3387, 1.3199, 1.9639], [-2.1545, 0.8589, 3.2548], [-0.9306, 0.8120, 3.7736], [-3.2220, 0.4824, 4.0440], [-3.0102, 0.0760, 5.3021], [-4.5096, 0.5629, 3.5524], [-5.5483, 0.2339, 4.3254], [-4.7083, 0.9860, 2.2625], [-5.9444, 1.0650, 1.7736]],
  "forces_ev_per_a": [[-0.312, -0.884, -0.418], [0.072, -0.006, -0.043], [-0.197, 0.015, 0.413], [0.132, 0.067, -0.294], [0.244, -0.127, -0.407], [0.213, -0.076, 0.072], [0.004, 0.108, 0.048], [0.192, 0.301, 0.027], [-0.065, 0.126, 0.149], [-0.148, 0.072, 0.048], [0.652, 0.282, -0.023], [-0.035, -0.043, 0.065], [0.057, -0.052, 0.037], [-0.076, 0.025, -0.027], [-0.079, 0.041, -0.016], [-0.035, -0.028, 0.016], [0.039, 0.026, -0.048], [-0.004, -0.028, 0.028], [0.044, 0.008, -0.020], [0.027, -0.002, -0.004], [0.041, -0.018, -0.054], [-0.054, -0.024, -0.014], [-0.028, -0.010, 0.010], [0.013, -0.023, 0.013], [0.051, 0.016, -0.019], [-0.009, -0.014, 0.003], [-0.009, -0.008, -0.015], [-0.005, -0.001, -0.011], [0.018, -0.027, 0.053], [0.116, 0.029, -0.023], [0.082, 0.120, -0.011], [-0.002, -0.012, 0.078], [-0.135, 0.044, 0.093], [0.124, 0.163, -0.175], [-0.601, -0.106, 0.514], [0.191, 0.135, -0.113], [0.393, -0.034, 0.172], [-0.599, 0.341, -0.091], [0.082, -0.187, 0.018], [0.104, 0.031, -0.045], [0.003, -0.089, 0.098], [-0.040, 0.036, 0.078], [0.115, -0.049, 0.014], [-0.095, 0.191, -0.114], [0.002, -0.082, 0.153], [-0.106, 0.129, -0.162], [-0.042, 0.327, -0.228], [-0.128, -0.202, 0.164], [0.010, 0.047, 0.042], [0.039, 0.010, -0.039], [-0.026, 0.020, -0.040], [-0.002, -0.045, -0.051], [0.016, -0.044, -0.034], [0.003, 0.026, 0.014], [-0.012, -0.026, 0.043], [-0.019, -0.016, 0.009], [-0.007, 0.001, 0.005], [-0.035, -0.008, 0.004], [-0.014, -0.021, -0.008], [-0.109, 0.029, -0.322], [-0.133, -0.291, 0.126], [0.065, 0.126, -0.189], [-0.012, -0.138, 0.432], [0.095, 0.008, 0.003], [0.067, -0.059, 0.086], [-0.036, -0.002, -0.040], [0.085, -0.215, 0.278], [-0.081, -0.039, 0.055], [0.123, 0.140, -0.248], [-0.223, -0.007, -0.115]],
  "relative_energy_kj_mol": 268.4,
  "charge": -2,
  "orbital_gap_ev": [3.24, 3.46],
  "mol_weight_g_mol": 689.32,
  "lumo_energy_ev": [4.31, 4.31]
}

=====

Which formula does entry 2 have?
C34H22ClF5MgN4O3